Model P:
15
Properties=species:S:1:pos:R:3:nbo_charge:R:1 method="wB97M-V/def2-TZVPD" charge=0 orbital_gap_ev=8.64 multiplicity=1 homo_energy_ev=-8.39
C -0.40 -2.77 -1.15 -0.2595
C 1.83 1.65 0.29 0.0523
C -0.31 1.97 1.12 -0.2933
N -0.76 -1.54 -1.28 -0.2055
N -1.20 -0.89 -0.20 -0.6180
O 1.05 2.42 1.05 -0.4849
S 3.45 1.77 0.62 -0.0943
H -0.66 -3.19 -0.12 0.1842
H -0.53 -3.35 -2.05 0.1885
H 1.32 0.81 -0.25 0.1862
H -0.40 0.86 0.94 0.2298
H -0.88 2.63 0.46 0.1893
H -0.63 2.30 2.16 0.1980
H -0.73 -1.09 -2.21 0.4202
H -1.16 -1.59 0.61 0.3070

Model Q:
15
Properties=species:S:1:pos:R:3:nbo_charge:R:1 method="wB97M-V/def2-TZVPD" charge=0 orbital_gap_ev=8.88 smiles="NC[C@H](N)C(O)=S" multiplicity=1 homo_energy_ev=-8.28
N -2.28 -0.63 -0.13 -0.8655
C -1.65 0.18 0.89 -0.2295
C -0.31 0.74 0.39 -0.1685
N -0.57 1.49 -0.83 -0.8298
C 0.69 -0.36 0.04 0.2521
O 0.21 -1.45 -0.56 -0.6730
S 2.30 0.00 0.19 -0.1327
H -2.70 -0.07 -0.88 0.3766
H -3.04 -1.18 0.27 0.3850
H -2.24 1.07 1.15 0.1962
H -1.56 -0.50 1.78 0.2046
H 0.06 1.43 1.13 0.2337
H 0.24 2.05 -1.03 0.3876
H -0.87 0.86 -1.58 0.3589
H -0.78 -1.38 -0.57 0.5041

Model R:
15
Properties=species:S:1:pos:R:3:nbo_charge:R:1 method="wB97M-V/def2-TZVPD" charge=0 orbital_gap_ev=9.27 smiles="[H]/N=N/[C@H](OC)SC" multiplicity=1 homo_energy_ev=-8.70
H -0.23 -3.13 -0.86 0.3268
N -0.16 -2.44 -0.13 -0.3488
N 0.07 -1.25 -0.42 -0.1628
C 0.19 -0.42 0.75 0.0650
O -0.56 0.71 0.62 -0.5676
C -2.04 0.65 0.50 -0.2461
S 1.91 0.11 0.68 0.2158
C 1.89 1.01 -0.90 -0.7510
H -0.06 -0.82 1.80 0.1961
H -2.11 1.59 -0.05 0.2115
H -2.41 0.71 1.57 0.1855
H -2.27 -0.19 0.01 0.1772
H 2.30 2.03 -0.77 0.2239
H 0.84 1.05 -1.21 0.2491
H 2.65 0.40 -1.60 0.2253

Model S:
15
Properties=species:S:1:pos:R:3:nbo_charge:R:1 method="wB97M-V/def2-TZVPD" charge=0 orbital_gap_ev=9.57 smiles="C/N=C(/NO)SC" multiplicity=1 homo_energy_ev=-9.07
C -1.34 2.11 0.13 -0.4548
N -1.37 0.63 0.10 -0.5456
C -0.30 -0.05 -0.12 0.1973
N -0.45 -1.40 -0.04 -0.3433
O -1.85 -1.90 0.07 -0.5955
S 1.25 0.56 -0.28 0.2589
C 2.61 -0.53 0.34 -0.7677
H -0.78 2.51 1.02 0.2006
H -1.00 2.68 -0.88 0.1999
H -2.40 2.20 0.35 0.2157
H -0.25 -1.92 -0.88 0.3812
H -2.34 -0.92 0.21 0.4952
H 3.33 -1.25 -0.40 0.2542
H 2.01 -1.15 1.08 0.2501
H 3.22 0.39 0.95 0.2539

Most stable pick: model Q. Distance to second place: 294.2 kJ/mol.

Model P:
19
Properties=species:S:1:pos:R:3:nbo_charge:R:1 method="wB97M-V/def2-TZVPD" charge=0 orbital_gap_ev=10.44 smiles="CCCC=O.O.O" multiplicity=1 homo_energy_ev=-9.87
C 0.50 -1.27 -0.03 -0.6580
C 0.38 0.34 0.31 -0.3856
C -0.97 1.17 0.20 -0.5320
C -0.75 2.64 -0.13 0.4348
O -1.45 3.26 -0.97 -0.5246
H 0.95 -1.71 0.90 0.2226
H -0.50 -1.75 0.04 0.1941
H 0.74 -1.46 -1.09 0.2579
H 0.69 0.41 1.33 0.2011
H 1.11 0.89 -0.43 0.1850
H -1.44 0.80 -0.77 0.2346
H -1.51 1.05 1.14 0.2535
H 0.16 3.20 0.42 0.1125
O -1.76 -1.47 2.51 -0.9414
H -2.33 -2.26 2.59 0.4728
H -1.06 -1.76 1.87 0.4680
O 2.09 -0.61 -2.84 -0.9412
H 2.86 -1.21 -3.09 0.4772
H 2.29 -0.27 -1.97 0.4687

Model Q:
19
Properties=species:S:1:pos:R:3:nbo_charge:R:1 method="wB97M-V/def2-TZVPD" charge=0 orbital_gap_ev=10.28 smiles=OCCCCO.O multiplicity=1 homo_energy_ev=-9.66
O 2.18 -0.86 2.21 -0.7231
C 1.75 -1.31 0.99 -0.0436
C 0.70 -0.50 0.23 -0.4423
C 0.20 -0.84 -1.16 -0.4152
C -0.65 0.25 -1.87 -0.0460
O -1.73 0.57 -1.01 -0.7817
H 1.60 -1.05 2.95 0.4769
H 2.59 -1.70 0.39 0.1808
H 1.22 -2.32 1.26 0.1326
H -0.31 -0.41 0.74 0.2208
H 1.10 0.58 0.08 0.1937
H -0.34 -1.83 -1.23 0.1982
H 0.97 -0.98 -1.82 0.1937
H -1.09 -0.02 -2.84 0.1774
H -0.16 1.25 -1.97 0.1578
H -1.66 1.52 -0.60 0.4988
O -1.86 2.42 1.12 -0.9207
H -2.53 1.96 1.47 0.4756
H -2.00 3.27 1.04 0.4662

Most stable pick: model P. Distance to second place: 14.8 kJ/mol.

Model P:
19
Properties=species:S:1:pos:R:3:nbo_charge:R:1 method="wB97M-V/def2-TZVPD" charge=0 orbital_gap_ev=10.26 smiles=C[C@H](O)CCO.O multiplicity=1 homo_energy_ev=-9.73
C -0.07 -2.20 0.78 -0.6389
C 0.56 -0.84 0.72 0.1084
O -0.34 0.10 1.38 -0.7824
C 0.57 -0.19 -0.72 -0.4754
C 1.18 1.16 -0.89 -0.0746
O 0.37 1.94 -1.79 -0.7419
H -0.40 -2.45 1.78 0.2114
H 0.72 -2.94 0.42 0.2197
H -0.83 -2.34 0.01 0.2221
H 1.49 -0.82 1.31 0.1761
H -1.11 -0.35 1.98 0.4890
H 1.07 -0.84 -1.44 0.2192
H -0.54 -0.02 -0.81 0.2516
H 1.41 1.74 0.03 0.1678
H 2.21 1.23 -1.44 0.1809
H -0.50 1.97 -1.53 0.4839
O -1.95 1.44 -0.31 -1.0009
H -1.32 1.23 0.48 0.5072
H -2.51 2.17 0.03 0.4765

Model Q:
19
Properties=species:S:1:pos:R:3:nbo_charge:R:1 method="wB97M-V/def2-TZVPD" charge=0 orbital_gap_ev=10.28 smiles="CCCC=O.O.O" multiplicity=1 homo_energy_ev=-9.66
C -1.38 2.06 -0.75 -0.6345
C -1.11 0.53 -0.58 -0.4001
C 0.35 0.22 -0.22 -0.5495
C 0.67 0.89 1.09 0.4380
O 1.70 0.78 1.70 -0.5138
H -0.47 2.65 -0.70 0.2095
H -2.05 2.25 0.09 0.2110
H -2.03 2.29 -1.59 0.2166
H -1.46 -0.06 -1.44 0.2026
H -1.83 0.13 0.15 0.1996
H 1.01 0.56 -1.02 0.2259
H 0.45 -0.85 -0.19 0.2875
H -0.15 1.48 1.56 0.0995
O 0.26 -1.74 -2.48 -0.9262
H -0.01 -0.83 -2.64 0.4616
H 0.26 -2.05 -3.40 0.4676
O 0.13 -2.22 1.74 -0.9288
H -0.02 -1.51 2.38 0.4666
H -0.67 -2.75 1.84 0.4670

Model R:
19
Properties=species:S:1:pos:R:3:nbo_charge:R:1 method="wB97M-V/def2-TZVPD" charge=0 orbital_gap_ev=10.07 smiles="C/C=C/CO.O.O" multiplicity=1 homo_energy_ev=-9.65
C 0.44 -4.31 0.59 -0.6732
C 0.09 -2.96 0.06 -0.1488
C -0.32 -1.93 0.78 -0.2427
C -1.02 -0.74 0.22 -0.0990
O -2.45 -0.90 0.42 -0.7249
H 0.36 -4.96 -0.29 0.2156
H -0.02 -4.90 1.38 0.2333
H 1.53 -4.28 0.70 0.2257
H 0.11 -2.87 -1.03 0.1955
H -0.41 -2.10 1.85 0.1963
H -0.75 0.22 0.64 0.1853
H -0.97 -0.72 -0.87 0.1716
H -2.63 -1.84 0.46 0.4654
O 1.76 7.44 0.60 -0.9357
H 1.13 6.75 0.82 0.4656
H 2.05 7.24 -0.29 0.4702
O 0.69 3.51 -2.14 -0.9471
H 0.53 3.86 -1.26 0.4711
H -0.12 3.49 -2.65 0.4761

Model S:
19
Properties=species:S:1:pos:R:3:nbo_charge:R:1 method="wB97M-V/def2-TZVPD" charge=0 orbital_gap_ev=8.05 smiles="C=CC=C.O.O.O" multiplicity=1 homo_energy_ev=-8.02
C 1.51 -1.21 -0.43 -0.3508
C 0.34 -1.64 0.02 -0.2577
C -0.36 -0.96 1.10 -0.1959
C -1.66 -1.19 1.47 -0.4218
H 1.91 -0.31 0.03 0.1969
H 2.09 -1.69 -1.21 0.2051
H -0.23 -2.46 -0.41 0.2086
H 0.20 -0.15 1.57 0.1972
H -1.88 -1.36 2.52 0.2009
H -2.44 -1.05 0.73 0.2101
O 1.49 2.15 0.69 -0.9462
H 2.22 2.32 0.08 0.4794
H 1.93 2.39 1.51 0.4738
O -1.24 1.76 -0.53 -0.9605
H -0.56 1.60 0.14 0.4901
H -1.98 2.09 -0.01 0.4755
O -0.42 -0.01 -2.78 -0.9662
H -0.70 0.58 -2.08 0.4953
H -0.21 -0.87 -2.40 0.4662

Most stable pick: model Q. Distance to second place: 42.3 kJ/mol.

Model P:
19
Properties=species:S:1:pos:R:3:nbo_charge:R:1 method="wB97M-V/def2-TZVPD" charge=0 orbital_gap_ev=10.76 smiles="CC(C)O.C=O.O" multiplicity=1 homo_energy_ev=-10.00
C 0.25 0.51 -1.97 -0.6411
C 0.26 -0.79 -1.17 0.1076
C 1.28 -0.74 -0.04 -0.6362
O 0.59 -1.92 -1.98 -0.7258
H 0.01 1.34 -1.32 0.2390
H 1.23 0.68 -2.41 0.2078
H -0.49 0.46 -2.77 0.2000
H -0.75 -0.94 -0.74 0.1387
H 1.10 0.12 0.59 0.2166
H 2.28 -0.66 -0.47 0.2191
H 1.25 -1.66 0.54 0.2058
H 0.04 -1.89 -2.77 0.4662
C -0.86 1.59 2.29 0.3087
O -0.90 1.73 1.05 -0.6740
H 0.08 1.38 2.84 0.1221
H -1.71 1.88 2.92 0.1315
O -1.41 -0.34 2.16 -0.8939
H -1.66 0.10 1.24 0.5185
H -0.61 -0.86 2.00 0.4895

Model Q:
19
Properties=species:S:1:pos:R:3:nbo_charge:R:1 method="wB97M-V/def2-TZVPD" charge=0 orbital_gap_ev=10.73 smiles="CC(C)C=O.O.O" multiplicity=1 homo_energy_ev=-10.09
C -2.00 0.52 -0.81 -0.6049
C -0.97 -0.39 -0.21 -0.3427
C -1.59 -1.41 0.78 -0.5982
C -0.20 -1.14 -1.29 0.4726
O 0.82 -0.74 -1.77 -0.5469
H -2.47 1.13 -0.03 0.2185
H -1.61 1.23 -1.54 0.2234
H -2.83 -0.02 -1.27 0.2056
H -0.28 0.17 0.41 0.2348
H -2.07 -0.83 1.56 0.2186
H -2.35 -1.98 0.23 0.1985
H -0.85 -2.10 1.18 0.2170
H -0.56 -2.16 -1.53 0.1064
O 3.30 3.48 1.10 -0.9333
H 3.63 2.57 0.93 0.4686
H 2.41 3.36 0.74 0.4649
O 2.32 -0.31 0.71 -0.9553
H 2.13 -0.73 -0.14 0.4848
H 3.19 -0.66 0.95 0.4675

Most stable pick: model Q. Distance to second place: 122.9 kJ/mol.